{
  "formula": "C36H25MnN6O4S",
  "method": "wB97M-V/def2-TZVPD",
  "homo_energy_ev": [-11.0940, -11.0736],
  "de_lowest_kj_mol": 5.9,
  "spin_multiplicity": 4,
  "max_force_ev_per_a": 0.4,
  "total_charge": 1,
  "e_lumo_ev": [-4.9, -4.7],
  "energy_ev": -97018.5101,
  "symbols": ["Mn", "S", "O", "O", "O", "O", "N", "N", "N", "N", "N", "N", "C", "C", "C", "C", "C", "C", "C", "C", "C", "C", "C", "C", "C", "C", "C", "C", "C", "C", "C", "C", "C", "C", "C", "C", "C", "C", "C", "C", "C", "C", "C", "C", "C", "C", "C", "C", "H", "H", "H", "H", "H", "H", "H", "H", "H", "H", "H", "H", "H", "H", "H", "H", "H", "H", "H", "H", "H", "H", "H", "H", "H"],
  "positions_angstrom": [[-0.46, 0.11, -0.07], [-1.77, -2.78, 0.46], [-3.14, -3.20, 0.49], [0.56, 1.48, -1.22], [-1.82, -1.69, -3.31], [-0.90, -3.23, -0.58], [-2.32, 0.87, -0.21], [-0.25, 0.86, 1.71], [-0.60, -0.21, -1.99], [1.11, -0.97, 0.13], [6.50, -1.13, 7.31], [-1.81, -1.12, 0.47], [-2.87, -0.31, 0.07], [1.18, 1.88, -4.43], [5.72, -0.98, 6.48], [-4.98, 0.52, -0.56], [3.71, 0.63, 3.80], [-0.29, -4.29, 2.13], [1.01, -4.02, 5.68], [-1.04, -0.80, -3.21], [0.78, 0.60, 2.62], [-0.96, -3.08, 1.99], [0.34, -4.59, 3.32], [2.82, -2.34, -0.41], [0.47, 1.22, 3.84], [-4.38, 1.74, -0.90], [-0.75, 1.85, 3.68], [-0.33, -0.02, -4.28], [-3.03, 1.89, -0.72], [2.03, -0.95, 1.18], [1.87, -0.24, 2.35], [0.31, -3.70, 4.40], [3.92, -1.84, 5.06], [-0.34, -0.19, -5.65], [1.17, 1.71, -5.81], [2.88, -0.43, 3.42], [0.42, 1.00, -3.69], [-1.16, 1.61, 2.37], [0.43, 0.70, -6.41], [-4.24, -0.54, -0.08], [-1.01, -2.18, 3.05], [0.18, 0.84, -2.25], [4.65, 0.45, 4.80], [1.59, -1.81, -0.80], [4.75, -0.79, 5.43], [-0.37, -2.49, 4.24], [3.10, -1.80, 0.83], [2.99, -1.66, 4.05], [5.30, 1.26, 5.09], [1.75, 2.38, -6.43], [3.97, -1.99, 1.44], [0.45, 0.60, -7.48], [2.34, -2.48, 3.75], [2.07, -3.76, 5.63], [-2.05, 1.95, 1.89], [3.62, 1.59, 3.30], [-1.53, -1.24, 2.95], [-4.67, -1.50, 0.15], [1.09, 1.18, 4.72], [-6.04, 0.39, -0.69], [4.02, -2.80, 5.56], [0.95, -5.08, 5.91], [-0.24, -4.99, 1.30], [0.58, -3.47, 6.52], [0.86, -5.53, 3.43], [-2.49, 2.80, -0.95], [1.75, 2.67, -3.96], [-0.41, -1.79, 5.06], [1.02, -2.04, -1.69], [-1.29, 2.43, 4.41], [-0.92, -0.98, -6.11], [3.41, -3.04, -0.98], [-4.96, 2.56, -1.29]],
  "lowdin_spin": [3.00, 0.01, -0.01, 0.00, 0.01, 0.00, -0.03, -0.03, -0.01, -0.03, 0.00, -0.03, 0.00, 0.00, 0.00, 0.01, 0.00, 0.00, 0.00, 0.00, 0.00, 0.00, 0.00, 0.01, 0.01, 0.00, 0.01, 0.00, 0.00, 0.00, 0.00, 0.00, 0.00, 0.00, 0.00, 0.00, 0.00, 0.01, 0.00, 0.00, 0.00, 0.01, 0.00, 0.02, 0.00, 0.00, 0.03, 0.00, 0.00, 0.00, 0.00, 0.00, 0.00, 0.00, 0.00, 0.00, 0.00, 0.00, 0.00, 0.00, 0.00, 0.00, 0.00, 0.00, 0.00, 0.00, 0.00, 0.00, 0.00, 0.00, 0.00, 0.00, 0.00]
}



{
  "formula": "C36H25N3O5PSe2Tl",
  "method": "wB97M-V/def2-TZVPD",
  "homo_energy_ev": -6.8053,
  "de_lowest_kj_mol": 332.2,
  "spin_multiplicity": 1,
  "max_force_ev_per_a": 6.7,
  "e_lumo_ev": -3.6,
  "energy_ev": -197114.7249,
  "symbols": ["Tl", "Se", "Se", "P", "O", "O", "O", "O", "O", "N", "N", "N", "C", "C", "C", "C", "C", "C", "C", "C", "C", "C", "C", "C", "C", "C", "C", "C", "C", "C", "C", "C", "C", "C", "C", "C", "C", "C", "C", "C", "C", "C", "C", "C", "C", "C", "C", "C", "H", "H", "H", "H", "H", "H", "H", "H", "H", "H", "H", "H", "H", "H", "H", "H", "H", "H", "H", "H", "H", "H", "H", "H", "H"],
  "positions_angstrom": [[1.52, -0.36, 2.16], [3.63, -5.73, 0.85], [4.69, -3.38, 1.60], [-2.44, 0.83, -1.51], [0.24, -0.98, 4.09], [-5.20, -1.33, -0.37], [1.79, 1.97, 0.79], [0.44, -0.38, 6.26], [1.57, 4.23, 1.08], [0.91, 1.59, 3.37], [1.86, -5.36, -1.18], [3.51, -2.14, 3.85], [-4.03, 0.44, -5.25], [-4.92, -0.64, -5.04], [3.28, -2.00, 5.19], [-3.88, 4.60, -2.01], [3.60, -4.96, -3.22], [3.95, -2.71, 6.16], [5.16, -3.76, 4.38], [0.59, 1.36, 4.65], [-3.24, 2.44, -1.28], [2.22, -4.70, -3.41], [1.36, -4.92, -2.36], [0.64, 2.47, 5.62], [1.54, 3.02, 1.46], [1.57, 1.87, -3.35], [-4.28, 2.48, -0.29], [0.80, 3.76, 5.13], [-2.99, 3.52, -2.09], [0.44, -0.13, 5.05], [-3.40, 0.28, -2.92], [1.06, 3.97, 3.77], [-0.33, 0.34, -3.39], [0.87, 0.82, -3.97], [3.16, -5.53, -0.96], [-5.11, -1.19, -3.81], [4.48, -2.97, 3.47], [1.17, 2.37, -2.12], [1.14, 2.86, 2.93], [-5.07, 3.60, -0.16], [4.07, -5.48, -2.02], [-4.39, -0.71, -2.68], [-3.26, 0.83, -4.16], [-0.01, 1.94, -1.56], [-4.83, -0.95, -1.43], [-4.89, 4.67, -1.06], [4.92, -3.60, 5.76], [-0.77, 0.97, -2.22], [0.27, -4.89, -2.49], [-2.44, 1.52, -4.22], [-5.85, 3.56, 0.62], [-3.90, 0.99, -6.18], [1.83, 3.05, -1.53], [2.43, 2.26, -3.93], [-5.46, 5.60, -0.99], [-2.18, 3.64, -2.78], [1.82, -4.32, -4.36], [-3.68, 5.48, -2.62], [5.66, -4.09, 6.43], [4.30, -4.60, -4.01], [-0.40, 2.44, -0.58], [-0.92, -0.46, -3.78], [3.65, -2.48, 7.19], [5.71, -4.61, 3.95], [-5.47, -1.07, -5.87], [1.25, 0.27, -4.84], [0.92, 4.59, 5.83], [-4.35, 1.63, 0.41], [1.48, 4.92, 3.38], [5.14, -5.69, -1.83], [2.44, -1.36, 5.46], [0.38, 2.36, 6.66], [-5.80, -2.06, -3.70]],
  "mulliken_charge": [0.58, -0.04, -0.02, -0.18, -0.65, -0.25, -0.66, -0.70, -0.78, -0.26, -0.43, -0.06, -0.78, -0.52, 0.20, -0.68, -0.22, -0.76, -0.27, 0.68, 0.60, -0.27, -0.29, -0.61, 0.30, -0.71, -0.56, -0.30, 0.02, 0.22, 0.40, -0.43, -0.39, -0.58, -0.01, -0.72, -0.04, -0.33, 0.49, -0.57, -0.17, 0.43, 0.05, -0.77, 0.43, -0.45, -0.26, 0.98, 0.38, 0.43, 0.37, 0.45, 0.40, 0.36, 0.36, 0.46, 0.35, 0.35, 0.35, 0.30, 0.14, 0.61, 0.39, 0.34, 0.41, 0.40, 0.37, 0.39, 0.38, 0.38, 0.16, 0.44, 0.40]
}